Formula: C10H7N2O5Ti
Source: the Open Molecules 2025 dataset
Level of theory: wB97M-V/def2-TZVPD

LUMO level (alpha / beta): -10.68 / -10.52 eV
energy above the lowest of the compared OMol25 structures with the same formula, charge and spin: 2.7 kcal per mole
HOMO (alpha / beta): -16.4234 / -16.2656 eV

```
! wB97M-V def2-TZVPD RIJCOSX def2/J DEFGRID3
* xyz 2 2
O -1.877 -2.505 -0.025
C -1.190 -1.593 -0.012
Ti -0.111 0.090 0.077
O 2.061 -1.417 1.897
C 1.304 -0.899 1.189
C 1.107 1.662 -0.075
O 1.733 2.602 -0.120
C -1.424 1.016 -1.341
O -1.214 2.113 -1.816
C 0.792 -0.582 -1.718
O 1.254 -0.945 -2.716
H -2.360 0.398 -1.498
N -0.996 -1.356 3.036
C -1.283 -0.050 2.922
C -1.908 0.616 3.994
C -2.234 1.952 3.937
C -1.935 2.680 2.775
C -1.327 2.038 1.737
N -1.032 0.716 1.866
H -0.579 -1.955 2.348
H -1.229 -1.835 3.883
H -2.138 0.038 4.887
H -2.718 2.452 4.777
H -2.186 3.739 2.706
H -1.090 2.628 0.811
*
```

Atom charges from the Mulliken analysis, given in e for atoms 1 to 4: atom 1 (O): -0.1032, atom 2 (C): 0.5505, atom 3 (Ti): -0.3787, atom 4 (O): -0.1578

Formula: C10H8F4
Source: the Open Molecules 2025 dataset
Level of theory: wB97M-V/def2-TZVPD

LUMO level (alpha / beta): -0.48 / -0.17 eV
energy above the lowest of the compared OMol25 structures with the same formula, charge and spin: 6.5 kcal per mole
HOMO (alpha / beta): -8.3980 / -7.6678 eV

```
! wB97M-V def2-TZVPD RIJCOSX def2/J DEFGRID3
* xyz 0 1
C 2.485 -0.248 -0.541
C 1.535 -1.246 -0.210
C 2.036 1.050 -0.697
C 0.261 -0.899 0.226
C 0.804 1.389 -0.308
C -0.082 0.478 0.253
C -2.387 0.026 1.296
C -2.661 0.405 -1.075
C -1.330 0.982 0.748
C -3.055 -0.570 0.083
F -3.643 1.295 -1.361
F -1.578 2.322 0.886
F -2.620 -1.876 -0.203
F -4.372 -0.609 0.196
H 3.563 -0.560 -0.553
H 1.797 -2.244 -0.080
H 2.716 1.865 -1.074
H -0.493 -1.589 0.589
H 0.314 2.382 -0.397
H -1.880 -0.769 1.956
H -3.086 0.424 2.026
H -2.209 0.013 -2.028
*
```

Atom charges from the Mulliken analysis, given in e for atoms 1 to 4: atom 1 (C): -0.3969, atom 2 (C): -0.7803, atom 3 (C): -0.4193, atom 4 (C): -0.2327

Formula: C10H8GdN2O5
Source: the Open Molecules 2025 dataset
Level of theory: wB97M-V/def2-TZVPD

LUMO level (alpha / beta): -13.32 / -15.84 eV
HOMO (alpha / beta): -20.5004 / -20.0603 eV

```
! wB97M-V def2-TZVPD RIJCOSX def2/J DEFGRID3
* xyz 3 8
O -1.914 -3.254 2.798
C -1.669 -2.767 1.791
Gd -0.882 -1.200 -0.969
O -3.858 -3.348 -1.683
C -2.953 -2.676 -1.448
C -1.394 -0.225 -3.098
O -1.763 0.141 -4.123
C 0.085 -3.376 -1.686
O 0.478 -4.401 -2.050
C -2.853 0.022 -0.119
O -3.836 0.520 0.214
C 0.835 3.570 1.732
C 0.963 2.240 1.098
C 2.095 1.474 0.778
C 1.635 0.306 0.179
N 0.259 0.350 0.113
N -0.105 1.546 0.708
C 2.437 -0.830 -0.325
H 1.294 3.561 2.731
H 1.344 4.333 1.124
H -0.220 3.862 1.839
H 3.127 1.743 0.959
H -1.082 1.838 0.818
H 3.098 -0.506 -1.145
H 3.046 -1.260 0.488
H 1.833 -1.661 -0.724
*
```

Atom charges from the Mulliken analysis, given in e for atoms 1 to 4: atom 1 (O): -0.0274, atom 2 (C): 0.1562, atom 3 (Gd): 1.0889, atom 4 (O): -0.0271

Formula: C10H8N4O
Source: the Open Molecules 2025 dataset
Level of theory: wB97M-V/def2-TZVPD

LUMO level (alpha / beta): -2.26 / -1.91 eV
energy above the lowest of the compared OMol25 structures with the same formula, charge and spin: 114.4 kcal per mole
HOMO (alpha / beta): -8.9847 / -8.0261 eV

```
! wB97M-V def2-TZVPD RIJCOSX def2/J DEFGRID3
* xyz 0 1
C 4.006 1.592 -1.457
C -2.168 0.347 1.569
C -1.968 -0.851 0.872
C -1.237 1.400 1.454
C -0.908 -1.076 0.095
C -0.181 1.251 0.579
C 0.013 -0.015 -0.054
C 1.742 1.354 -0.347
C 2.832 1.970 -0.888
C 1.763 -1.161 -1.241
N 4.982 1.013 -1.763
N 0.875 2.029 0.411
N 1.212 0.074 -0.643
N 1.657 4.200 -0.870
O 1.883 5.340 -0.428
H -3.053 0.260 2.284
H -2.700 -1.696 1.075
H -1.369 2.390 2.001
H -0.711 -1.995 -0.504
H 1.812 -2.018 -0.611
H 1.031 -1.477 -1.919
H 2.750 -1.074 -1.708
H 0.889 3.744 -0.398
*
```

Atom charges from the Mulliken analysis, given in e for atoms 1 to 4: atom 1 (C): 0.1232, atom 2 (C): -0.4621, atom 3 (C): -0.3398, atom 4 (C): -0.5312

Formula: C10H9Br2HfNO
Source: the Open Molecules 2025 dataset
Level of theory: wB97M-V/def2-TZVPD

LUMO level: -9.37 eV
HOMO: -15.3925 eV

```
! wB97M-V def2-TZVPD RIJCOSX def2/J DEFGRID3
* xyz 2 1
Hf -0.054 0.130 -1.786
C 0.077 0.134 -5.740
H 1.176 0.245 -5.751
H -0.148 -0.915 -6.002
H -0.294 0.737 -6.593
H -0.366 0.408 -4.740
H -1.725 0.323 -1.777
Br 0.058 -4.214 0.702
C 0.076 -2.498 1.469
C 0.177 -2.257 2.848
C 0.193 -0.973 3.377
Br 0.305 -0.725 5.273
C 0.129 0.188 2.539
C 0.127 1.544 2.916
C 0.038 2.521 1.935
C -0.036 2.207 0.593
N 0.006 0.905 0.176
C 0.060 -0.085 1.157
C 0.003 -1.395 0.623
O -0.129 -1.490 -0.721
H 0.237 -3.108 3.524
H 0.192 1.796 3.963
H 0.030 3.571 2.218
H -0.131 2.952 -0.206
*
```

Atom charges from the Mulliken analysis, given in e for atoms 1 to 4: atom 1 (Hf): 1.5855, atom 2 (C): -0.8920, atom 3 (H): 0.2801, atom 4 (H): 0.2888

Formula: C10H9Br2NOZr
Source: the Open Molecules 2025 dataset
Level of theory: wB97M-V/def2-TZVPD

LUMO level: -9.61 eV
energy above the lowest of the compared OMol25 structures with the same formula, charge and spin: 0.1 kcal per mole
HOMO: -15.0580 eV

```
! wB97M-V def2-TZVPD RIJCOSX def2/J DEFGRID3
* xyz 2 1
Zr 1.139 1.056 -1.443
C 3.332 1.816 -2.982
H 2.763 2.658 -3.371
H 4.250 2.196 -2.514
H 3.631 1.158 -3.807
H 2.870 1.028 -2.226
H 2.461 -0.131 -1.346
Br 1.570 1.486 3.673
C 0.301 0.520 2.672
C -0.848 0.019 3.300
C -1.842 -0.680 2.627
Br -3.327 -1.371 3.578
C -1.740 -0.880 1.222
C -2.634 -1.582 0.415
C -2.435 -1.737 -0.953
C -1.348 -1.091 -1.558
N -0.505 -0.340 -0.805
C -0.634 -0.294 0.568
C 0.374 0.438 1.276
O 1.282 1.132 0.571
H -0.989 0.172 4.351
H -3.475 -2.035 0.931
H -3.098 -2.357 -1.554
H -1.098 -1.181 -2.625
*
```

Atom charges from the Mulliken analysis, given in e for atoms 1 to 4: atom 1 (Zr): 1.4989, atom 2 (C): -0.9818, atom 3 (H): 0.4054, atom 4 (H): 0.3530

Formula: C10H9BrNP
Source: the Open Molecules 2025 dataset
Level of theory: wB97M-V/def2-TZVPD

LUMO level: -0.58 eV
energy above the lowest of the compared OMol25 structures with the same formula, charge and spin: 33.0 kcal per mole
HOMO: -8.1836 eV

```
! wB97M-V def2-TZVPD RIJCOSX def2/J DEFGRID3
* xyz 0 1
H -1.180 3.631 1.496
P -0.982 2.873 0.306
N -0.216 1.710 0.941
C 0.526 0.621 0.471
C 1.795 0.870 0.136
C 2.706 -0.178 0.057
Br 4.512 0.245 -0.467
C 2.322 -1.487 0.248
C 0.974 -1.738 0.494
C 0.067 -0.715 0.528
C -1.432 -0.866 0.777
C -2.243 -0.671 -0.392
C -1.736 0.353 -1.428
C -1.225 0.990 -2.312
H 2.227 1.813 -0.200
H 3.035 -2.291 0.239
H 0.705 -2.828 0.621
H -1.584 -1.832 1.268
H -1.648 -0.034 1.514
H -3.296 -0.493 -0.170
H -2.218 -1.647 -0.996
H -1.109 1.674 -3.129
*
```

Atom charges from the Mulliken analysis, given in e for atoms 1 to 4: atom 1 (H): 0.0510, atom 2 (P): 0.0286, atom 3 (N): -0.1068, atom 4 (C): 0.2678

Formula: C10H9ClFI
Source: the Open Molecules 2025 dataset
Level of theory: wB97M-V/def2-TZVPD

LUMO level (alpha / beta): -0.89 / -0.89 eV
energy above the lowest of the compared OMol25 structures with the same formula, charge and spin: 53.0 kcal per mole
HOMO (alpha / beta): -7.5530 / -7.5545 eV

```
! wB97M-V def2-TZVPD RIJCOSX def2/J DEFGRID3
* xyz 0 1
C -1.199 -2.457 0.945
C -0.416 -1.639 1.744
C -1.150 -2.318 -0.432
C 0.406 -0.683 1.176
C -0.338 -1.357 -1.002
C 0.442 -0.516 -0.207
C 1.293 0.500 -0.870
C 1.559 1.752 -0.147
C 1.620 2.936 -0.746
C 4.183 0.601 0.392
F 5.387 1.038 -0.029
Cl 4.469 -0.477 1.749
I 3.316 -0.551 -1.325
H -1.836 -3.204 1.393
H -0.442 -1.753 2.818
H -1.743 -2.964 -1.062
H 1.028 -0.077 1.816
H -0.294 -1.258 -2.076
H 0.966 0.684 -1.893
H 1.686 1.685 0.922
H 1.509 3.036 -1.816
H 1.785 3.844 -0.192
*
```

Atom charges from the Mulliken analysis, given in e for atoms 1 to 4: atom 1 (C): -0.3908, atom 2 (C): -0.7171, atom 3 (C): -0.5756, atom 4 (C): -0.2246

Question: Number 8 is which compound?
Answer: C10H9ClFI